Below is 13 unconnected molecules or ions with the total composition C78H65N13O26 in a non-equilibrium geometry, with properties calculated with ωB97M-V/def2-TZVPD.

The geometry in XYZ format:
```
182
Properties=species:S:1:pos:R:3:forces:R:3
C 7.28546 2.31070 -6.02940 1.39 0.14 0.93
C 8.49553 2.08412 -5.29918 -1.15 -0.29 -1.31
C 8.47708 1.56997 -4.01665 -0.20 1.91 0.84
C 7.26286 1.60961 -3.32132 -0.55 -1.32 -0.43
C 6.04984 1.77512 -4.02531 1.16 -0.26 0.56
C 6.09072 2.16570 -5.37492 -0.74 -1.01 1.19
N 7.29959 1.26266 -1.84638 -0.08 0.31 2.66
O 8.33740 1.41893 -1.19140 -0.68 -0.09 -2.19
O 6.27147 0.93864 -1.22083 0.32 0.28 -2.06
H 7.31997 2.59740 -7.07008 0.07 0.11 -0.01
H 9.42740 2.29178 -5.80405 0.15 -0.29 0.03
H 9.39560 1.44586 -3.46230 0.04 -0.24 0.00
H 5.10286 1.47625 -3.60067 -0.09 0.51 0.40
H 5.10521 2.20645 -5.81483 0.13 0.33 -0.54
C 1.66347 1.00590 -0.51016 -0.49 -0.51 0.32
C 0.86117 1.49701 0.54446 0.94 -0.82 -0.92
C -0.27693 0.80473 0.88095 -1.23 -0.93 -0.16
C -0.68155 -0.33891 0.13200 -0.78 0.93 0.33
C 0.08260 -0.76818 -0.91917 -0.34 -1.47 0.36
C 1.28246 -0.17032 -1.17132 0.96 1.65 -0.27
N -2.07050 -1.00269 0.39230 3.55 1.67 -0.30
O -2.52350 -0.66244 1.44823 -1.55 -0.34 0.92
O -2.54045 -1.72826 -0.44129 -0.46 -0.27 -0.11
H 2.57795 1.49490 -0.81184 0.04 0.14 0.10
H 1.16281 2.35394 1.12850 0.00 0.17 -0.07
H -0.86474 1.18134 1.70498 -0.31 -0.21 0.03
H -0.13542 -1.68512 -1.44650 -0.48 0.01 -0.17
H 1.88857 -0.55079 -1.98019 0.17 -0.02 -0.03
C 0.09772 -1.00326 -4.95112 0.03 1.79 0.68
C -0.71208 0.10629 -4.55255 1.11 -0.93 -1.00
C -1.94733 -0.13672 -4.06449 -1.81 -0.56 0.91
C -2.38466 -1.46179 -3.85713 0.22 0.62 0.95
C -1.57280 -2.50815 -4.13828 -0.37 -0.85 -0.37
C -0.33406 -2.26938 -4.69124 0.05 -0.76 -0.84
N -3.73062 -1.77509 -3.33287 -0.64 -1.35 -1.51
O -4.02720 -2.92613 -2.98747 0.97 1.46 0.09
O -4.54986 -0.90528 -3.51956 -0.43 0.57 0.58
H 1.06005 -0.83338 -5.41097 0.05 0.04 -0.09
H -0.47998 1.14886 -4.71253 0.59 -0.10 -0.09
H -2.59393 0.70050 -3.84682 -0.16 -0.10 0.14
H -1.95559 -3.51797 -4.12653 -0.02 -0.04 0.42
H 0.15466 -3.14305 -5.09653 0.56 0.09 0.18
C -6.90688 -0.75195 2.92945 -0.16 -2.08 0.95
C -7.88660 -0.15873 3.67456 -0.42 -1.20 -0.12
C -8.07248 1.16380 3.56315 0.14 3.11 0.41
C -7.10171 1.96961 2.93523 0.93 -1.50 -0.72
C -5.96284 1.31732 2.32778 -1.61 1.77 0.03
C -5.95998 -0.05014 2.25428 0.77 0.07 -0.07
N -7.24711 3.43913 2.91771 0.16 1.46 0.99
O -6.50291 4.11195 2.20920 -0.24 -1.07 0.01
O -8.04114 3.97876 3.69720 0.42 -1.29 -0.84
H -6.86995 -1.82734 3.02200 0.33 -0.23 -0.40
H -8.54221 -0.73964 4.30632 -0.12 -0.13 -0.17
H -8.92407 1.59279 4.07027 0.07 0.46 -0.09
H -5.14652 1.82358 1.83410 -0.18 0.57 0.16
H -5.14406 -0.55939 1.76299 0.04 -0.01 -0.10
C 1.10860 7.35659 -2.60261 0.70 -0.28 -2.58
C 1.72239 7.25193 -3.90273 -1.07 -2.09 1.91
C 2.13883 5.95006 -4.32911 -0.48 2.00 0.48
C 2.00931 4.86963 -3.46704 0.10 0.23 1.35
C 1.53836 5.00351 -2.11560 0.27 0.10 -2.39
C 1.03570 6.24625 -1.77015 0.19 0.09 0.52
N 2.44151 3.54098 -3.95015 -0.32 -0.97 1.19
O 2.56653 3.33700 -5.11892 0.19 0.86 -2.21
O 2.60036 2.61648 -3.16720 -0.04 0.55 1.23
H 0.59520 8.28066 -2.38138 0.21 0.09 0.43
H 1.71046 8.08412 -4.59100 0.24 0.01 0.06
H 2.53734 5.92912 -5.33269 0.07 -0.73 0.05
H 1.46836 4.14845 -1.45957 0.03 -0.02 -0.07
H 0.58632 6.34951 -0.79354 -0.10 0.02 0.08
C -3.34493 1.37022 4.84069 -1.32 2.05 0.03
C -3.31950 2.70664 4.37983 1.14 0.40 0.25
C -2.09944 3.41492 4.18687 -1.21 -1.54 -0.17
C -0.92446 2.68955 4.33837 -0.03 -0.82 0.76
C -0.94393 1.35977 4.83832 -1.09 0.12 -0.41
C -2.18931 0.72920 5.10697 2.60 0.14 -0.34
N 0.37767 3.37157 4.06099 -1.14 -0.54 0.04
O 1.36212 2.78392 4.41284 1.22 -0.64 0.41
O 0.38411 4.43251 3.48961 -0.37 0.51 -0.21
H -4.27931 0.92947 5.15546 -0.22 -0.11 -0.42
H -4.22427 3.27770 4.23260 -0.21 -0.17 0.02
H -2.11381 4.45253 3.88762 0.16 -0.05 -0.06
H -0.10206 0.70302 5.00061 0.54 0.64 -0.11
H -2.16491 -0.27811 5.49572 -0.11 -0.06 0.03
C 1.59558 -3.56090 3.06916 0.64 -1.05 0.33
C 0.72267 -2.50290 2.99719 0.81 2.17 -0.64
C -0.54917 -2.48362 3.45435 -2.49 -1.08 1.37
C -1.00406 -3.62602 4.10270 0.84 -0.88 -0.26
C -0.14452 -4.70745 4.19428 0.52 -1.11 0.35
C 1.18935 -4.71961 3.70752 -1.79 1.19 0.88
N -2.40792 -3.80418 4.60019 0.62 -1.10 -1.60
O -2.77043 -4.95215 4.76849 0.21 0.01 0.58
O -3.15323 -2.86222 4.60798 -0.14 1.26 0.35
H 2.59900 -3.51825 2.67201 0.09 0.38 -0.03
H 1.05223 -1.51455 2.71264 0.45 -0.09 -0.80
H -1.29961 -1.71202 3.36563 0.50 0.67 -0.19
H -0.50640 -5.62493 4.63437 -0.14 0.06 0.28
H 1.84917 -5.51024 4.03304 0.02 -0.22 -0.58
C -0.70276 -5.08355 0.21773 0.15 0.90 -1.89
C -0.97363 -6.04350 1.18513 0.93 1.75 -0.39
C -2.10043 -6.75927 1.04252 -1.77 -2.47 0.26
C -2.94398 -6.63697 -0.05573 -0.20 0.69 -0.32
C -2.64793 -5.71694 -1.05362 -0.20 0.55 0.21
C -1.52807 -4.85558 -0.91065 -0.34 -2.58 0.98
N -4.21510 -7.47744 -0.13861 0.24 -0.68 -0.23
O -4.47168 -8.20001 0.80465 0.49 0.43 0.35
O -4.90928 -7.47213 -1.14218 0.83 0.90 0.05
H 0.23726 -4.55610 0.15014 0.22 0.15 0.68
H -0.32262 -6.15376 2.03979 0.02 -0.24 -0.17
H -2.27552 -7.58599 1.71504 -0.39 0.12 0.31
H -3.32103 -5.66731 -1.89675 0.03 0.15 -0.17
H -1.19381 -4.28227 -1.76269 -0.13 0.44 0.24
C 4.00329 -2.37873 -5.36304 0.29 0.24 0.86
C 4.69055 -1.64197 -4.37746 -0.24 -0.44 -0.11
C 4.56300 -1.92664 -3.03007 -0.06 -0.96 0.33
C 3.84334 -3.08832 -2.63050 -1.01 0.75 -0.43
C 3.11399 -3.82584 -3.57670 0.94 1.33 -0.98
C 3.16843 -3.40496 -4.98112 0.16 -1.09 2.30
N 3.58511 -3.38263 -1.13472 1.59 1.87 0.70
O 2.80919 -4.24540 -0.81726 -0.23 -0.37 -0.54
O 4.17441 -2.66525 -0.29304 -0.84 -1.07 -1.95
H 4.16535 -2.14204 -6.40425 -0.20 0.05 -0.08
H 5.35734 -0.84142 -4.66189 -0.08 0.13 -0.09
H 5.08109 -1.28034 -2.33703 -0.07 -0.17 0.39
H 2.58292 -4.68961 -3.20486 -0.31 -0.01 -0.33
H 2.60889 -3.95262 -5.72502 -0.03 -0.15 0.06
C 4.01631 3.89203 2.07022 0.29 -0.11 1.56
C 3.83155 5.25119 2.03273 -0.08 1.35 0.30
C 4.09402 5.95501 0.89630 0.14 1.20 -1.34
C 4.57685 5.34234 -0.25827 -0.45 -0.24 -0.04
C 4.83181 3.99708 -0.20584 0.19 -0.69 0.28
C 4.54065 3.30306 0.97950 0.96 -0.91 -2.39
N 4.66905 6.05188 -1.54365 -0.09 1.09 -3.06
O 4.47373 7.26514 -1.61909 0.16 -0.96 1.47
O 4.85684 5.42898 -2.61554 0.10 -0.25 2.43
H 3.97738 3.29323 2.96817 -0.59 0.26 0.11
H 3.56646 5.94058 2.82068 -0.34 -0.79 0.70
H 3.93816 7.02343 0.92018 -0.02 0.08 -0.27
H 5.31733 3.43853 -0.99240 -0.24 0.20 -0.33
H 4.80906 2.25765 0.94116 -0.12 -0.14 0.36
C -5.84781 -3.33389 0.41848 -0.22 -0.24 0.32
C -4.82694 -3.58216 1.34874 -1.55 -1.24 0.44
C -4.95148 -4.72044 2.19431 -0.57 0.54 -0.71
C -6.05470 -5.62105 2.05722 1.24 1.49 -0.61
C -7.04229 -5.33578 1.12102 -0.21 0.73 -0.87
C -6.97321 -4.16164 0.35743 1.07 -0.10 0.61
N -6.10707 -6.81977 2.90174 -3.04 -0.55 -1.26
O -5.23517 -7.05071 3.65330 2.56 -0.03 1.59
O -7.11221 -7.52923 2.80836 0.32 0.69 -0.42
H -5.78281 -2.49128 -0.25397 0.05 0.20 0.02
H -4.05770 -2.83725 1.48942 0.32 -0.29 -0.02
H -4.19264 -4.83609 2.95403 -0.20 -0.50 0.11
H -7.88542 -5.91227 0.77006 0.07 -0.80 1.08
H -7.82673 -3.93175 -0.26310 0.20 0.04 -0.32
C -5.76061 1.99840 -1.09971 0.42 -0.08 0.96
C -5.43482 3.30416 -0.70242 -0.95 -0.43 -1.58
C -4.13781 3.76205 -0.71430 1.27 -1.06 -0.13
C -3.12262 2.79542 -0.98085 -1.79 1.14 -0.44
C -3.46077 1.47110 -1.16078 1.34 -0.49 -0.31
C -4.75383 1.04856 -1.24408 -1.30 0.42 0.18
N -1.77078 3.25041 -1.28617 0.45 -1.14 1.46
O -1.11698 2.64787 -2.12679 -0.42 0.60 0.16
O -1.34711 4.10123 -0.52549 0.39 0.50 -0.57
H -6.80511 1.73448 -1.17571 -0.04 -0.10 -0.14
H -6.28138 3.97459 -0.71868 0.19 0.40 0.64
H -3.91635 4.81105 -0.58412 0.18 -0.04 0.02
H -2.71382 0.70233 -1.29289 0.41 0.33 -0.25
H -4.94958 0.01407 -1.48473 -0.18 0.05 0.13
C 3.91818 0.92642 3.98132 -0.17 0.34 0.13
C 5.12452 1.43717 4.31549 2.65 -0.61 -0.12
C 6.28432 1.06651 3.55397 0.20 0.85 0.04
C 6.23653 0.30611 2.39599 -3.50 0.26 1.48
C 4.94870 -0.18572 2.07467 1.44 -0.38 -0.60
C 3.87868 0.15892 2.84133 -1.62 -0.85 -0.50
N 7.41176 0.00751 1.64713 0.90 0.03 0.83
O 8.37202 0.71115 1.86607 0.54 0.49 -0.16
O 7.41859 -0.96757 0.95187 -0.31 -0.89 -0.96
H 3.07465 1.16641 4.61161 -0.27 -0.18 -0.32
H 5.22644 2.01634 5.22135 0.26 0.15 -0.04
H 7.28606 1.39285 3.79150 -0.09 0.36 0.47
H 4.75495 -0.89499 1.28360 0.37 0.17 -0.36
H 2.94212 -0.25473 2.49764 -0.27 -0.02 0.13
```
Positions in Å, forces in eV/Å.

Computed properties:
Highest occupied orbital energy (eV): -9.564
Energy relative to the best compared isomer or geometry (same formula, charge and spin) (kcal/mol): 101.05
Calculated total energy (eV): -154508.052
HOMO-LUMO gap (eV): 8.5